An isolated ion of composition C9H12N3S and charge +1 at a distorted geometry. Source: the OMol25 dataset; level of theory: ωB97M-V with the def2-TZVPD basis set.

## Properties
charge: +1
HOMO energy: -12.0 eV
orbital gap: 0.3113 Ha

Each atom is followed by the atoms it is bonded to, with distances in Å.
Cartesian coordinates (Å):
1 C 0.6795 0.6596 -1.1397  S8 1.907, C16 1.310, N18 1.429
2 H -1.4180 -0.5851 1.0032  C14 0.995
3 H 0.8507 1.6152 3.0177  C7 1.129
4 H 1.0966 2.7484 -1.0528  C16 1.103
5 C -1.2568 1.3781 -2.9985  S8 1.589, N11 1.208
6 C 0.5200 -0.2885 1.8973  C7 1.488, C13 1.643, C14 1.540, H20 1.103
7 C 0.7636 1.1767 1.9814  H3 1.129, C6 1.488, C10 1.334
8 S -0.0358 0.3673 -2.8830  C1 1.907, C5 1.589, C23 2.156
9 H 1.3482 3.0087 1.2119  C10 1.084
10 C 1.0427 1.9975 0.9670  C7 1.334, H9 1.084, C16 1.518
11 N -2.4549 1.4810 -3.1151  C5 1.208, H17 1.069
12 H -1.4543 0.2326 2.6059  C14 1.177
13 C 1.1706 -1.1048 0.6285  C6 1.643, N18 1.494, H19 1.151, H21 1.132
14 C -0.9905 -0.5887 1.9021  H2 0.995, C6 1.540, H12 1.177, H24 1.059
15 N -0.3981 -2.5770 -1.4330  H22 1.047, C23 1.274, H25 1.054
16 C 0.8824 1.8015 -0.5297  C1 1.310, H4 1.103, C10 1.518
17 H -2.8141 2.4387 -3.4273  N11 1.069
18 N 0.4924 -0.6609 -0.6261  C1 1.429, C13 1.494, C23 1.312
19 H 2.3006 -0.9691 0.4583  C13 1.151
20 H 1.0923 -0.7293 2.7307  C6 1.103
21 H 0.9606 -2.2091 0.7588  C13 1.132
22 H -0.7925 -3.1606 -2.2082  N15 1.047
23 C -0.0953 -1.3477 -1.5777  S8 2.156, N15 1.274, N18 1.312
24 H -1.0843 -1.5294 2.3801  C14 1.059
25 H -0.4056 -3.1554 -0.5520  N15 1.054